Record 1
{"formula": "C31H31Cl2N9O4PtS2", "method": "ωB97M-V/def2-TZVPD", "symbols": ["Cl", "O", "C", "H", "H", "N", "C", "C", "C", "C", "H", "Pt", "H", "H", "H", "H", "H", "C", "H", "N", "C", "C", "C", "C", "H", "C", "Cl", "H", "H", "C", "N", "H", "C", "O", "H", "H", "N", "H", "C", "H", "N", "C", "C", "C", "H", "C", "C", "S", "C", "H", "C", "H", "C", "C", "C", "C", "H", "N", "H", "H", "H", "H", "O", "N", "C", "S", "C", "N", "C", "H", "H", "C", "C", "H", "H", "H", "C", "N", "H", "O"], "coordinates": [[-3.462, -1.894, 5.806], [-0.270, -2.173, 0.470], [5.575, 2.617, 1.093], [-3.320, -6.989, 2.822], [1.898, -0.548, 2.628], [0.364, 2.200, 1.100], [4.721, 1.757, 2.027], [3.273, -0.258, 1.080], [-2.758, -6.167, 3.247], [0.278, 3.156, 0.403], [2.154, 1.047, 2.254], [0.091, 0.106, 0.698], [-0.664, -0.556, 9.472], [-2.426, -0.469, 3.241], [-5.175, 0.156, -0.288], [5.173, 1.837, 3.017], [0.931, -3.894, 2.775], [-2.210, -4.805, 5.138], [2.545, 4.063, -1.867], [4.967, 2.773, -0.215], [-1.991, 2.077, -4.360], [0.474, 1.437, -3.078], [0.433, 1.967, -4.349], [-1.942, -1.861, 6.632], [0.006, -2.556, 4.137], [-0.781, 2.288, -4.981], [1.935, -2.487, 5.891], [4.390, 4.951, 1.010], [3.333, -1.349, 1.056], [-1.362, -4.020, 4.305], [-2.204, 0.106, 1.236], [1.393, 1.158, -2.590], [-0.687, -1.031, 8.501], [0.028, -1.454, 2.528], [-3.936, 1.325, -2.334], [3.733, 2.224, 2.102], [3.781, 4.712, 0.249], [-3.540, -6.455, 5.243], [-1.902, -1.247, 7.870], [5.380, -0.017, 0.937], [2.109, 0.104, 1.884], [-2.364, 0.729, -1.070], [-4.341, 0.082, 0.392], [-2.902, -5.855, 4.609], [-1.681, -5.785, 1.426], [-1.109, -4.426, 2.951], [0.029, -3.842, 2.155], [0.169, 4.460, -0.525], [4.040, 3.661, -0.532], [-2.927, 2.314, -4.851], [2.969, 0.096, -0.387], [4.930, 1.908, -0.748], [-0.764, -2.308, 6.016], [0.456, -2.011, 6.650], [-1.844, -5.472, 2.449], [0.500, -1.392, 7.881], [-2.271, -4.585, 6.195], [3.315, 3.461, -1.630], [3.439, 2.608, -2.152], [1.358, 2.135, -4.888], [-0.763, 2.698, -5.982], [0.196, -4.446, 1.268], [1.732, 0.030, -0.706], [-0.689, -2.960, 4.772], [-0.106, -2.402, 1.678], [-4.559, -0.387, 2.016], [-2.878, -0.274, 2.279], [-2.949, 1.208, -2.183], [-1.946, 1.538, -3.079], [3.110, 5.403, -0.041], [1.454, -1.203, 8.352], [-3.025, 0.309, 0.151], [-0.745, 1.225, -2.433], [4.792, -0.328, 2.556], [6.547, 2.149, 0.938], [5.763, 3.588, 1.548], [4.604, 0.257, 1.654], [-1.055, 0.727, -1.165], [-2.826, -0.913, 8.320], [3.878, 0.340, -1.179]], "forces_ev_per_a": [[0.02, -0.23, -0.13], [0.08, -0.04, 0.06], [-0.11, -0.21, 0.13], [0.03, 0.01, 0.01], [0.12, 0.03, 0.07], [-0.04, 0.58, -0.10], [-0.10, -0.09, -0.03], [0.14, 0.23, -0.09], [-0.01, 0.01, 0.02], [0.16, -0.52, 0.28], [-0.09, 0.08, -0.08], [0.33, -0.23, 0.23], [0.00, 0.00, -0.02], [-0.03, -0.03, -0.08], [0.04, 0.00, 0.05], [-0.07, -0.03, 0.04], [0.08, -0.02, -0.08], [-0.10, 0.13, 0.08], [-0.20, 0.03, 0.09], [0.37, -0.26, -0.09], [-0.13, 0.00, -0.04], [0.01, -0.03, 0.04], [0.01, 0.02, -0.01], [0.08, 0.06, -0.26], [-0.20, 0.18, 0.00], [0.05, 0.00, -0.02], [0.02, -0.01, -0.06], [0.01, 0.00, -0.01], [-0.02, -0.03, 0.07], [0.23, -0.05, 0.27], [0.15, -0.09, -0.18], [0.06, -0.01, -0.03], [-0.01, -0.03, -0.04], [-0.16, -0.11, -0.10], [-0.02, 0.02, 0.02], [0.01, 0.07, 0.05], [0.11, 0.11, -0.07], [-0.01, 0.00, -0.04], [0.01, 0.06, 0.13], [0.04, -0.02, 0.01], [-0.28, -0.08, 0.07], [0.17, 0.20, 0.00], [-0.13, 0.02, -0.04], [0.01, 0.00, -0.05], [-0.01, -0.01, 0.03], [0.00, -0.04, -0.08], [-0.04, 0.07, -0.01], [-0.03, 0.21, -0.09], [-0.61, -0.03, 0.04], [0.04, -0.01, 0.04], [0.19, 0.11, 0.02], [-0.05, -0.06, -0.14], [0.17, 0.02, 0.35], [-0.16, -0.20, -0.04], [-0.06, -0.01, -0.06], [0.01, 0.08, 0.10], [-0.03, 0.11, -0.01], [0.31, 0.02, -0.10], [-0.05, -0.06, 0.04], [-0.02, -0.02, 0.02], [0.00, 0.00, 0.02], [-0.01, -0.09, 0.02], [-0.10, 0.03, -0.26], [-0.09, 0.00, -0.16], [-0.04, -0.01, -0.09], [0.09, -0.04, 0.10], [-0.07, 0.13, 0.12], [-0.19, -0.04, -0.10], [0.15, -0.02, 0.07], [-0.12, -0.05, 0.01], [-0.01, -0.02, -0.02], [0.00, 0.02, 0.07], [-0.14, 0.00, 0.07], [0.07, -0.02, -0.02], [0.05, 0.06, 0.02], [0.06, 0.01, -0.03], [-0.02, 0.10, -0.05], [0.21, -0.10, -0.14], [0.03, -0.01, -0.02], [-0.16, 0.15, 0.20]], "homo_lumo_gap_ha": [0.2863, 0.1667], "e_homo_ev": [-12.34, -12.63], "spin_multiplicity": 5, "charge": 2, "s2": 6.04, "e_lumo_ha": [-0.167, -0.298], "de_lowest_kj_mol": 19.5}

Record 2
{"formula": "C3H5NO2S", "method": "ωB97M-V/def2-TZVPD", "symbols": ["C", "H", "O", "H", "C", "O", "S", "H", "C", "H", "H", "N"], "coordinates": [[-1.667, -0.558, -0.596], [0.635, 1.773, -0.058], [1.444, -1.221, 0.855], [-1.198, -0.237, -1.510], [0.723, -0.308, 0.515], [2.356, 1.126, -0.262], [-1.885, 0.924, 0.458], [-0.928, -1.144, 1.305], [-0.808, -0.475, 0.591], [2.914, 0.392, -0.500], [-2.601, -1.113, -0.661], [1.016, 0.841, -0.138]], "forces_ev_per_a": [[-0.27, 1.24, -0.49], [-1.10, -0.73, 0.31], [0.53, 0.74, -0.32], [-0.03, -0.39, -0.41], [-2.78, 0.06, -0.63], [1.44, 1.73, 0.10], [-0.49, 0.45, 0.26], [-1.30, -2.88, 3.44], [1.80, 1.64, -1.97], [-0.41, -1.11, -0.15], [0.59, -0.40, 0.15], [2.00, -0.35, -0.31]], "homo_lumo_gap_ha": 0.3694, "e_homo_ev": -9.30, "smiles": "O=C(NO)[C@@H]1CS1", "charge": 0, "e_lumo_ha": 0.028, "de_lowest_kj_mol": 266.4}

Record 3
{"formula": "C48H50GeInN9O3S", "method": "ωB97M-V/def2-TZVPD", "symbols": ["C", "H", "N", "H", "H", "H", "H", "C", "H", "In", "Ge", "N", "C", "H", "H", "H", "H", "C", "C", "C", "H", "C", "N", "N", "O", "C", "C", "C", "H", "H", "C", "C", "H", "H", "C", "H", "H", "H", "C", "C", "H", "C", "N", "C", "C", "H", "C", "H", "C", "H", "N", "H", "C", "C", "C", "C", "N", "C", "H", "H", "H", "C", "C", "C", "H", "C", "C", "H", "H", "S", "C", "H", "C", "C", "C", "H", "H", "H", "C", "H", "H", "N", "H", "O", "C", "O", "H", "H", "H", "H", "C", "C", "C", "C", "C", "H", "C", "H", "H", "C", "C", "H", "H", "H", "H", "H", "C", "C", "N", "H", "H", "C", "C"], "coordinates": [[0.867, 0.859, 3.340], [0.490, -3.572, 2.608], [-5.210, -0.480, 1.602], [2.718, 1.922, 3.513], [-1.583, -2.529, -1.126], [1.618, 4.143, 3.261], [2.280, -0.723, 1.219], [2.669, 2.894, -3.765], [3.128, 6.254, -3.523], [-1.127, -0.995, 1.663], [2.742, 1.302, -2.655], [-3.777, -4.234, 2.124], [1.031, 3.234, 3.242], [-0.301, -3.860, -2.783], [2.014, 1.886, -5.549], [3.475, -3.186, -4.857], [7.978, 0.341, -0.292], [5.938, -0.308, -0.438], [1.336, -2.403, 0.330], [-0.666, 0.638, -0.743], [2.560, -0.442, 3.538], [-3.288, 3.651, -2.241], [0.985, -1.537, 2.628], [-5.448, 3.741, 0.590], [-1.710, -3.401, 1.767], [2.741, -2.416, -4.652], [-2.926, -3.195, 1.851], [0.904, -0.389, -4.207], [5.473, 2.644, -2.881], [-0.337, 2.687, -0.920], [-1.629, -3.097, 6.294], [-2.447, -1.556, 4.679], [6.077, -1.146, 0.234], [-6.792, 5.398, 0.234], [-2.605, -2.197, 5.892], [-2.459, 4.353, -2.162], [-5.285, 5.608, -2.056], [-2.616, -5.597, 3.229], [2.244, 2.842, -5.092], [0.539, -1.507, -4.946], [3.326, 4.204, -2.183], [-5.108, -3.995, 2.263], [0.033, -2.220, 0.114], [7.009, 0.525, -0.735], [1.596, 1.720, -1.109], [-2.559, -5.811, 1.473], [-3.203, -5.568, 2.313], [-0.865, 4.219, 2.970], [-0.526, -3.304, 5.481], [-6.671, -2.577, 2.208], [-3.393, -1.924, 1.684], [-5.726, -4.851, 2.495], [4.507, 0.995, -1.898], [1.459, -2.521, -5.173], [-0.443, -2.625, 4.277], [1.470, -0.502, 3.573], [-0.457, 0.897, 3.163], [1.538, -3.676, -1.674], [1.184, -3.380, -5.772], [1.200, -0.811, 4.584], [3.175, -3.275, -0.335], [-0.342, 3.281, 3.080], [-5.613, -2.761, 2.108], [3.094, -1.310, -3.889], [1.611, -3.119, 3.903], [-5.962, 4.814, -0.117], [4.699, -0.069, -1.016], [-3.466, -1.986, 6.510], [2.354, 6.136, -5.867], [-3.446, 1.863, 0.396], [-5.223, 4.915, -1.237], [-2.919, 2.635, -2.125], [-1.043, 2.089, 3.033], [0.188, -3.467, -1.904], [2.128, 4.004, -5.845], [-4.657, 0.314, 1.246], [-3.766, 3.758, -3.213], [-6.211, -0.375, 1.625], [5.592, 1.818, -2.190], [0.265, -3.980, 5.775], [-3.175, -0.837, 4.323], [-4.271, 3.908, -1.198], [1.800, 3.949, -6.875], [-0.536, 0.616, 0.569], [-4.717, -1.691, 1.784], [-1.347, -0.163, -1.354], [-2.112, 2.087, 2.859], [1.817, 1.039, -0.285], [2.131, -4.250, -2.371], [-5.755, 3.427, 1.493], [-4.407, 3.184, -0.068], [0.079, 1.783, -1.373], [6.835, 1.586, -1.611], [2.184, -0.276, -3.659], [2.123, -3.135, -0.541], [2.822, -2.272, 1.867], [0.728, -2.799, 3.341], [-4.016, -6.286, 2.374], [3.869, -0.736, -0.795], [1.648, 1.999, 3.377], [1.941, -1.717, 1.527], [1.948, 2.700, -0.778], [-1.715, -3.617, 7.238], [-0.458, -1.574, -5.363], [7.670, 2.232, -1.850], [4.106, -1.232, -3.508], [2.872, 5.298, -3.962], [2.981, 4.137, -3.210], [-1.396, -1.774, 3.886], [-0.167, 1.804, -2.434], [0.181, 0.407, -4.083], [2.440, 5.231, -5.280], [-0.532, -2.734, -0.984]], "forces_ev_per_a": [[0.01, -0.05, 0.00], [0.02, 0.00, -0.01], [0.03, -0.03, 0.03], [0.00, -0.01, -0.01], [0.02, -0.03, 0.01], [0.00, 0.00, 0.00], [-0.02, 0.01, 0.01], [-0.03, 0.01, -0.07], [0.00, 0.00, 0.00], [0.19, -0.55, 0.47], [-0.05, 0.06, 0.06], [0.00, 0.02, 0.00], [0.00, 0.01, 0.01], [0.01, 0.01, -0.01], [-0.02, 0.01, 0.00], [0.00, -0.01, 0.02], [0.00, 0.00, 0.00], [-0.01, 0.00, 0.00], [0.00, -0.02, -0.03], [-0.27, 0.05, 0.12], [-0.01, -0.02, 0.01], [0.01, 0.01, 0.00], [-0.04, 0.03, -0.01], [-0.01, 0.04, 0.04], [-0.03, 0.01, 0.00], [0.00, -0.02, 0.01], [-0.01, -0.05, -0.10], [0.02, -0.06, 0.02], [0.00, 0.00, 0.00], [-0.02, -0.01, -0.01], [0.01, 0.00, 0.02], [0.02, 0.04, 0.00], [0.00, 0.00, 0.00], [-0.01, 0.00, 0.01], [0.00, 0.01, 0.00], [0.00, -0.01, 0.01], [0.00, 0.00, -0.01], [0.00, 0.00, 0.00], [0.05, 0.00, -0.01], [0.00, 0.03, 0.00], [-0.01, 0.01, 0.01], [-0.05, -0.01, -0.01], [0.11, 0.06, -0.10], [0.00, 0.00, 0.00], [-0.03, 0.00, 0.05], [-0.02, 0.00, -0.01], [0.02, -0.01, -0.01], [-0.01, 0.00, 0.00], [0.00, 0.00, 0.01], [0.00, 0.00, -0.01], [0.04, 0.15, 0.04], [0.01, -0.01, 0.00], [0.08, 0.01, -0.03], [-0.01, -0.01, 0.01], [0.03, 0.00, 0.02], [-0.02, -0.01, 0.03], [-0.06, 0.13, -0.21], [0.03, 0.00, -0.05], [0.01, 0.00, -0.01], [0.02, 0.01, 0.00], [0.01, 0.00, 0.01], [-0.01, 0.00, 0.02], [-0.01, 0.00, -0.01], [0.02, 0.06, -0.09], [0.01, 0.01, 0.00], [0.03, 0.01, -0.03], [0.00, 0.02, 0.02], [-0.01, 0.00, 0.00], [0.00, 0.00, 0.00], [-0.01, 0.31, 0.03], [0.00, 0.00, 0.04], [-0.02, 0.01, 0.00], [-0.02, -0.03, 0.05], [0.01, -0.01, 0.02], [0.00, -0.01, 0.00], [0.08, -0.04, -0.01], [0.00, 0.01, 0.00], [0.00, 0.03, 0.01], [0.01, -0.04, 0.01], [0.01, 0.00, 0.00], [-0.01, 0.00, 0.00], [-0.04, -0.06, -0.06], [0.00, 0.00, -0.01], [0.07, 0.11, -0.16], [-0.01, 0.02, -0.06], [-0.11, 0.02, -0.02], [0.02, 0.01, -0.03], [-0.03, -0.01, 0.00], [0.01, 0.00, -0.03], [0.02, -0.01, 0.00], [0.01, -0.05, -0.07], [0.05, 0.06, -0.04], [-0.01, 0.00, 0.00], [-0.04, -0.07, 0.04], [0.00, -0.01, 0.03], [0.01, 0.02, 0.01], [-0.01, -0.02, -0.03], [0.00, 0.00, 0.00], [-0.01, -0.01, 0.02], [-0.01, 0.01, 0.03], [0.02, 0.06, -0.04], [0.04, -0.02, 0.01], [0.00, 0.00, 0.00], [0.00, 0.01, -0.01], [0.00, 0.00, 0.00], [-0.02, -0.02, 0.03], [0.01, 0.00, 0.01], [-0.01, -0.01, -0.03], [-0.07, -0.07, -0.04], [0.02, 0.03, -0.01], [-0.03, -0.01, 0.05], [0.00, 0.01, -0.01], [0.01, -0.12, 0.05]], "homo_lumo_gap_ha": 0.2788, "e_homo_ev": -12.18, "charge": 2, "e_lumo_ha": -0.169, "de_lowest_kj_mol": 95.9}